Density functional theory data (ωB97M-V with the def2-TZVPD basis set) for C2H8N4O2 in the gas phase in a non-equilibrium geometry.

Structure (XYZ):
```
16
Properties=species:S:1:pos:R:3
O 1.50004 -0.96743 -0.53637
O -3.00463 -0.69830 0.07118
N 0.31809 -0.70572 0.40234
N -1.76878 -1.33257 -0.08990
N -0.34380 1.83141 0.18266
N -1.12444 0.90869 -0.51738
C 2.64340 -0.40407 0.01826
C -0.91436 -0.38215 -0.28536
H 3.06560 0.24435 -0.96772
H -2.03884 1.11151 -0.61694
H 0.26631 -1.71961 0.76873
H 2.07947 0.26027 0.84640
H 3.24415 -1.28385 0.58276
H -0.86526 2.32439 0.86553
H 0.61403 2.29012 -0.46043
H -3.67098 -1.47703 -0.26375
```

Calculated values
- LUMO energy (eV) = 0.8
- net charge = 0
- DFT total energy (Ha) = -450.22609
- HOMO-LUMO gap (eV) = 9.33
- ΔE to the lowest compared entry with this formula, charge and spin (kcal/mol) = 225.5

Atom charges from the Löwdin analysis, given in e for atoms 1 to 8: O -0.2732; O -0.1395; N 0.0455; N 0.0043; N -0.0159; N -0.0225; C -0.1857; C -0.4241